A 6-piece molecular cluster, C47H65F40NO10P overall in a non-equilibrium geometry, computed with the ωB97M-V functional and the def2-TZVPD basis.

Its total energy is -189743.627 eV. Its total charge is -1. The highest occupied orbital energy comes out at -4.31 eV.

Positions of all 164 atoms, in Å:
P: 0.380 2.701 1.224
F: 14.240 7.398 -3.936
F: 10.546 7.746 -3.579
F: -0.468 -0.162 6.271
F: -2.703 -1.087 6.687
F: -3.684 -8.006 -5.545
F: -6.130 -12.224 -7.285
F: -7.473 -7.849 -2.821
F: 15.478 4.111 -3.740
F: 3.448 7.881 -0.412
F: -9.965 -9.733 -7.537
F: -11.685 -10.144 -8.795
F: -0.515 -0.420 4.111
F: 4.887 6.772 -1.620
F: -1.559 -2.659 5.205
F: 13.523 4.622 -4.502
F: 10.871 6.229 -1.307
F: -6.415 -9.761 -4.177
F: -8.223 -13.946 -6.521
F: -9.506 -9.163 -10.136
F: -5.397 -9.635 -1.920
F: 0.431 -3.042 4.456
F: -6.921 -6.540 -1.181
F: 4.085 6.370 1.797
F: -8.336 -10.916 -9.594
F: 5.722 7.567 1.021
F: 8.138 6.706 -2.788
F: 7.119 7.708 -1.146
F: 6.459 4.907 -1.668
F: -4.679 -10.616 -5.170
F: -7.549 -10.575 -7.287
F: 8.505 4.466 -1.120
F: -1.718 -2.748 9.641
F: -0.581 -1.200 8.628
F: -3.777 -8.684 -3.495
F: -3.218 -0.633 8.753
F: 15.383 6.336 -5.456
F: -8.383 -13.103 -8.504
F: -7.011 -9.198 -0.525
F: 12.040 6.564 -4.630
F: 12.632 7.343 -1.928
O: 7.192 5.361 0.391
O: -9.682 -12.346 -6.845
O: -4.648 -4.068 -1.156
O: -5.264 -7.199 -4.263
O: 0.474 0.949 1.185
O: -1.056 2.676 0.201
O: 0.161 -2.876 6.623
O: -1.417 2.451 -2.319
O: 14.061 5.076 -2.378
O: -3.977 -3.538 0.866
N: 1.809 4.040 -0.778
C: 0.042 -0.879 5.247
C: 5.827 5.222 0.777
C: 11.849 6.296 -2.263
C: -8.422 -12.794 -7.192
C: -1.619 -3.163 1.148
C: -10.428 -10.573 -8.486
C: -0.693 0.296 0.795
C: 14.505 5.044 -3.684
C: -3.954 0.768 -0.003
C: 7.500 5.361 -0.950
C: -0.381 -2.225 1.096
C: -5.372 -6.783 -2.905
C: -0.096 5.891 8.343
C: -2.818 3.109 -4.176
C: -1.360 1.243 -1.622
C: 1.147 6.105 4.687
C: -7.320 -11.811 -6.793
C: 1.339 4.613 4.364
C: 11.161 6.540 -3.605
C: -2.908 1.357 0.532
C: -1.995 6.439 6.657
C: -2.737 2.855 -2.649
C: -5.415 -9.484 -5.042
C: -6.433 -7.480 -2.037
C: 15.100 6.381 -4.133
C: 2.001 4.374 2.982
C: 4.950 6.484 0.754
C: -1.502 1.377 -0.075
C: -1.610 5.963 8.067
C: -10.577 -11.979 -7.884
C: -0.827 -3.279 7.554
C: -4.536 -8.332 -4.551
C: 1.784 2.914 2.512
C: -0.449 -1.057 0.082
C: -9.595 -10.463 -9.764
C: -2.917 -2.537 0.673
C: -2.805 -1.621 7.919
C: 1.615 2.669 -0.240
C: 0.724 5.319 7.152
C: -5.955 -8.652 -1.182
C: -4.841 -3.555 -0.144
C: -0.256 -2.372 5.403
C: 4.117 6.701 -0.510
C: 1.180 6.455 6.201
C: -1.476 -2.187 8.419
C: 12.663 4.998 -2.136
C: 7.992 6.726 -1.438
H: -1.437 -4.114 0.645
H: 16.019 6.594 -3.582
H: -3.202 -1.639 1.220
H: 1.609 4.857 7.597
H: 1.120 -0.701 5.208
H: -11.554 -11.990 -7.403
H: 0.557 -0.965 -0.346
H: -1.215 0.058 1.737
H: -4.965 1.096 0.203
H: 0.952 4.283 -1.260
H: 2.202 6.731 6.480
H: -2.150 0.551 -1.967
H: 0.210 6.492 4.273
H: -3.071 6.299 6.502
H: -10.064 -11.018 -10.582
H: -0.286 -3.920 8.249
H: 5.881 4.923 1.823
H: 0.476 -2.843 0.807
H: -5.230 -8.316 -0.435
H: -1.773 -3.418 2.205
H: -3.751 -0.067 -0.669
H: -7.245 -11.738 -5.705
H: 0.187 4.135 1.183
H: -3.466 2.351 -4.625
H: 8.947 6.973 -0.985
H: -3.338 4.064 -4.316
H: -3.577 -2.397 7.906
H: -3.015 1.850 1.493
H: -0.145 -1.850 2.090
H: 2.588 2.260 0.050
H: -0.417 0.731 -1.832
H: -2.928 3.781 -2.091
H: 5.349 4.386 0.266
H: -1.797 7.504 6.498
H: 1.478 2.341 3.401
H: -1.121 -1.217 -0.764
H: -4.399 -6.753 -2.415
H: 3.383 5.900 -0.639
H: -3.499 2.141 -2.331
H: 12.206 4.176 -2.686
H: 3.081 4.495 3.159
H: -2.110 6.640 8.769
H: 0.101 4.558 6.680
H: -5.859 -9.244 -6.010
H: 2.757 2.504 2.210
H: 1.730 5.134 2.244
H: -2.052 4.974 8.223
H: -10.631 -12.748 -8.655
H: -5.831 -3.091 0.002
H: 12.595 4.711 -1.088
H: -2.873 -2.346 -0.402
H: -5.682 -5.743 -2.973
H: 0.034 5.199 9.187
H: 0.559 7.338 6.381
H: -1.495 5.900 5.850
H: 1.931 4.661 0.011
H: 10.405 5.774 -3.801
H: 1.248 2.026 -1.044
H: 0.319 6.842 8.696
H: 0.379 4.091 4.329
H: -1.838 3.146 -4.643
H: 1.961 6.667 4.212
H: -1.572 -3.927 7.091
H: -0.524 2.528 2.352
H: 2.006 4.196 5.124


C47H67As2GeI2KN3O13SSbSe as an isolated structure in a non-equilibrium geometry, computed with the ωB97M-V functional and the def2-TZVPD basis.

Its total energy is -374351.385 eV. Its total charge is -2. The highest occupied orbital energy comes out at -2.43 eV.

Positions of all 139 atoms, in Å:
I: 6.806 -1.776 0.849
I: 2.843 2.800 0.455
Sb: -1.397 2.267 -2.944
Se: 3.022 -0.674 -2.360
As: -4.216 2.816 3.122
As: -0.894 2.426 1.542
Ge: 5.965 -0.351 -3.960
K: -0.328 -0.257 -0.033
S: -0.754 -1.857 -2.373
O: -3.075 3.045 -0.674
O: -2.768 5.694 4.898
O: 0.308 5.124 2.489
O: -1.019 -1.119 -3.601
O: 0.569 -1.632 -1.791
O: -1.618 -0.735 2.025
O: -5.043 3.761 0.234
O: -2.425 0.688 0.018
O: -1.047 6.285 1.200
O: -3.917 6.440 3.174
O: 1.055 0.476 1.417
O: -4.174 -0.599 0.579
O: -3.083 0.239 3.411
N: -1.192 -3.843 1.595
N: -1.813 -1.708 -1.247
N: 0.961 -2.340 2.968
C: 4.608 0.330 0.760
C: -1.040 -3.854 2.912
C: -0.785 5.218 1.966
C: -5.803 3.993 2.902
C: -0.325 2.471 -4.905
C: 2.494 -1.424 1.314
C: 7.262 1.068 -4.529
C: -3.029 -1.010 -1.487
C: -0.930 4.367 -2.429
C: 3.781 -1.895 1.176
C: -4.078 3.466 -4.428
C: -1.034 3.051 -6.116
C: 5.121 -1.118 -5.596
C: -1.440 -6.358 -2.643
C: -1.366 5.508 -3.322
C: -2.109 -4.112 3.770
C: -5.236 4.522 -0.925
C: 2.205 -0.028 1.207
C: -0.461 2.039 3.424
C: -2.394 0.174 2.259
C: -0.849 -3.630 -2.665
C: -2.017 -5.513 -3.585
C: -3.427 2.224 -3.854
C: -2.570 1.301 1.326
C: -2.862 4.316 2.911
C: -0.540 -5.818 -1.730
C: -1.730 -4.158 -3.591
C: 2.007 0.135 -3.784
C: -3.785 2.163 1.392
C: -3.304 -0.273 -0.200
C: 4.826 -1.022 0.935
C: -2.396 -3.994 1.079
C: -3.521 -4.245 1.854
C: -0.250 -4.466 -1.738
C: -1.917 4.714 5.452
C: -2.283 6.372 0.508
C: -1.786 4.148 2.144
C: 0.339 -3.553 3.454
C: -2.948 -0.865 4.293
C: 1.374 -2.393 1.569
C: 6.968 -1.813 -3.066
C: -3.888 2.975 0.272
C: 4.646 0.431 -2.708
C: -3.365 -4.323 3.229
C: -1.796 -7.819 -2.594
C: -3.210 5.553 3.610
C: 3.312 0.778 0.855
H: -1.334 4.492 -1.429
H: 0.016 1.466 -5.145
H: -0.072 -6.464 -0.998
H: 5.416 1.022 0.565
H: -2.190 -3.495 -4.308
H: -2.446 5.526 -3.432
H: 0.159 4.362 -2.331
H: -6.614 3.435 2.434
H: 4.323 -1.791 -5.297
H: 1.010 -4.391 3.217
H: -5.025 3.206 -4.912
H: -2.450 -1.684 3.773
H: 0.323 -1.552 3.051
H: -4.304 4.554 -1.500
H: 2.473 -0.073 -4.746
H: 0.270 -3.478 4.547
H: -4.493 -4.370 1.399
H: -2.568 5.406 0.091
H: -0.915 5.433 -4.310
H: -6.129 4.329 3.892
H: -1.399 4.056 -5.921
H: 1.727 -3.404 1.356
H: -5.580 4.865 2.300
H: -1.878 2.431 -6.406
H: -1.983 -8.222 -3.590
H: 7.574 -1.426 -2.252
H: -3.322 1.457 -4.623
H: 4.700 -0.337 -6.223
H: -2.448 -3.906 0.002
H: -2.425 3.742 5.510
H: 5.127 0.578 -1.745
H: -2.361 -0.567 5.164
H: 7.621 -2.336 -3.761
H: 5.843 -1.680 -6.185
H: 0.561 3.071 -4.686
H: -1.053 6.460 -2.886
H: -2.703 -5.922 -4.317
H: 6.748 1.858 -5.068
H: 1.954 1.205 -3.598
H: -2.120 7.084 -0.298
H: 7.749 1.509 -3.664
H: -0.353 3.116 -6.971
H: -0.991 4.613 4.877
H: 0.268 2.778 3.760
H: 1.013 -0.293 -3.746
H: -2.702 -7.957 -2.001
H: -6.021 4.065 -1.539
H: -3.868 -1.699 -1.672
H: 8.025 0.645 -5.176
H: -1.960 -4.139 4.841
H: -1.360 2.093 4.045
H: 0.429 -4.029 -1.026
H: -1.689 5.076 6.455
H: -5.535 5.535 -0.640
H: -3.947 -1.171 4.599
H: -2.954 -0.302 -2.324
H: -4.216 -4.524 3.868
H: -4.057 1.814 -3.066
H: 4.292 1.405 -3.042
H: -0.994 -8.390 -2.128
H: 3.968 -2.959 1.272
H: 6.261 -2.525 -2.651
H: -3.449 3.951 -5.170
H: 0.549 -2.158 0.886
H: -3.073 6.736 1.170
H: -0.010 1.054 3.488
H: -4.294 4.177 -3.635